This record from the Open Molecules 2025 dataset describes 4 unconnected molecules or ions with the total composition C33H56N8O9S at a distorted geometry. The level of theory is wB97M-V/def2-TZVPD.

Each line ends with the Löwdin charge.
CARTESIAN COORDINATES (ANGSTROEM)
C: 4.604 -2.338 1.574  -0.1318
C: 4.086 -3.657 0.830  -0.2465
C: 2.778 -3.248 0.024  -0.2360
C: 1.745 -4.459 0.072  -0.2075
C: 0.615 -4.189 -1.017  -0.2069
C: -0.759 -3.978 -0.245  -0.2155
C: -1.937 -3.848 -1.315  -0.1947
C: -2.597 -2.410 -1.064  -0.2096
C: -3.925 -2.220 -1.922  -0.2034
C: -5.137 -1.733 -1.015  -0.2021
C: -4.777 -0.519 -0.075  -0.2036
C: -4.551 0.756 -0.978  -0.2025
C: -3.814 1.937 -0.235  -0.1165
C: -2.246 1.817 -0.355  -0.1271
N: -1.775 1.165 -1.444  0.1775
C: -0.386 1.126 -1.508  -0.1302
C: 0.224 0.431 -2.693  -0.0830
C: -0.684 -0.257 -3.782  -0.1573
O: -1.674 0.632 -4.327  -0.1635
O: -2.213 -0.016 -5.419  -0.0548
C: 1.654 0.344 -2.901  0.0270
C: 2.538 1.004 -1.855  -0.1590
C: 4.090 0.930 -2.133  -0.0524
C: 1.952 1.657 -0.686  -0.0791
C: 2.929 2.294 0.365  -0.1792
C: 2.809 1.645 1.804  -0.4466
S: 4.322 1.834 2.854  0.9175
C: 5.786 1.417 1.880  -0.6127
N: 6.354 2.432 1.186  0.0237
N: 7.425 1.869 0.561  0.0140
C: 7.479 0.557 0.887  -0.1212
O: 6.448 0.205 1.756  -0.0068
C: 0.459 1.736 -0.477  -0.1284
N: 0.030 2.378 0.684  0.1733
C: -1.332 2.387 0.686  -0.2200
N: -1.959 3.041 1.820  0.0094
C: -2.392 2.054 2.839  -0.2097
C: -1.249 1.083 3.353  -0.2268
C: -1.262 -0.309 2.579  -0.1021
H: 4.747 -1.531 0.807  0.0593
H: 3.828 -2.042 2.330  0.0759
H: 5.576 -2.543 2.111  0.0720
H: 4.837 -4.026 0.084  0.1045
H: 3.791 -4.435 1.587  0.1024
H: 2.340 -2.294 0.442  0.1049
H: 3.064 -3.019 -1.041  0.1077
H: 1.345 -4.600 1.110  0.1086
H: 2.299 -5.387 -0.267  0.1122
H: 0.452 -5.041 -1.731  0.1086
H: 0.865 -3.220 -1.533  0.1013
H: -0.970 -4.770 0.519  0.1094
H: -0.655 -2.994 0.306  0.0999
H: -2.739 -4.588 -1.023  0.1118
H: -1.591 -3.968 -2.376  0.1058
H: -2.878 -2.419 0.031  0.1038
H: -1.831 -1.612 -1.293  0.0915
H: -3.699 -1.461 -2.737  0.0832
H: -4.212 -3.161 -2.477  0.1006
H: -5.943 -1.370 -1.725  0.0952
H: -5.596 -2.608 -0.468  0.1181
H: -3.888 -0.697 0.586  0.0794
H: -5.649 -0.283 0.607  0.1168
H: -4.080 0.477 -1.956  0.0917
H: -5.582 1.150 -1.240  0.1173
H: -4.081 2.877 -0.810  0.1273
H: -4.169 2.105 0.810  0.0964
H: -1.237 -1.156 -3.359  0.1124
H: -0.023 -0.622 -4.617  0.1269
H: -2.621 -0.862 -5.133  0.0866
H: 2.070 -0.170 -3.800  0.1130
H: 4.332 1.851 -2.744  0.1009
H: 4.693 0.878 -1.193  0.0566
H: 4.243 0.016 -2.776  0.0788
H: 3.996 2.299 0.034  0.0729
H: 2.624 3.379 0.467  0.1064
H: 2.001 2.219 2.351  0.0565
H: 2.454 0.572 1.784  0.0856
H: 8.273 -0.103 0.464  0.1425
H: -1.292 3.677 2.265  0.1033
H: -3.262 1.416 2.532  0.0998
H: -2.744 2.653 3.733  0.1232
H: -0.246 1.574 3.364  0.0679
H: -1.506 0.833 4.428  0.1078
H: -0.738 -1.126 3.143  0.0727
H: -0.766 -0.222 1.574  0.0564
H: -2.337 -0.624 2.426  0.0651
C: -5.958 -1.761 -5.224  0.0466
N: -6.449 -3.089 -4.766  -0.4419
O: -6.725 -3.206 -3.586  0.0582
O: -6.539 -3.962 -5.607  0.0664
H: -5.928 -1.086 -4.373  0.0877
H: -4.962 -1.906 -5.638  0.0922
H: -6.650 -1.399 -5.982  0.1033
C: 3.044 2.128 6.341  0.0343
N: 1.847 2.476 5.529  -0.4379
O: 1.674 3.650 5.259  0.0617
O: 1.124 1.557 5.192  0.0445
H: 3.591 3.039 6.566  0.0986
H: 2.693 1.652 7.254  0.1020
H: 3.654 1.447 5.749  0.0677
C: 1.034 5.541 1.501  0.0296
N: 1.422 6.549 0.479  -0.4471
O: 1.237 6.261 -0.689  0.0669
O: 1.897 7.592 0.887  0.0626
H: 0.627 4.667 0.996  0.0540
H: 1.930 5.281 2.062  0.1010
H: 0.285 5.999 2.145  0.1025

SMILES	CCCCCCCCCCCCCc1nc2c(COO)cc(C)c(CCSc3nnco3)c2nc1NCCC.C[N+](=O)[O-].C[N+](=O)[O-].C[N+](=O)[O-]
maximum force	4.45	eV/Å
lowest unoccupied orbital energy	-0.538	eV

This record from the Open Molecules 2025 dataset describes 6 unconnected molecules or ions with the total composition C33H57BO22P at a distorted geometry. The level of theory is wB97M-V/def2-TZVPD.

Each line ends with the Löwdin charge.
CARTESIAN COORDINATES (ANGSTROEM)
C: 0.263 2.205 0.280  -0.0999
C: 0.531 3.492 -0.635  -0.1266
C: 1.310 3.139 -2.013  -0.3706
O: 2.538 3.396 -2.073  0.0150
O: 0.521 2.544 -3.016  -0.0497
C: 1.238 2.367 -4.262  -0.1803
C: 0.471 1.192 -5.095  -0.0531
B: 0.304 -0.205 -4.207  -0.8630
C: -1.302 -0.542 -3.988  -0.0525
C: -1.956 0.135 -2.702  -0.0936
C: -1.983 -0.726 -1.379  -0.0075
C: -2.573 -0.159 -0.039  -0.0921
C: -3.127 1.301 -0.052  -0.1395
C: -3.158 2.197 -1.332  -0.0581
C: -2.568 1.581 -2.655  -0.1586
C: -2.623 2.504 -3.954  -0.0994
O: 1.209 -0.375 -3.035  -0.0217
C: 2.476 -0.704 -3.669  -0.2813
C: 3.761 -0.848 -2.730  -0.1229
O: 4.952 -0.980 -3.559  -0.0849
C: 6.130 -0.629 -2.805  -0.3875
C: 6.509 0.898 -2.446  -0.0064
O: 6.834 -1.607 -2.426  0.0427
C: 1.948 -2.009 -4.516  -0.3068
P: 1.591 -3.280 -3.148  0.8076
O: 0.108 -3.778 -3.203  -0.5168
O: 0.728 -1.396 -5.029  -0.0849
H: -0.382 2.549 1.175  0.0809
H: 1.204 1.734 0.728  0.0709
H: -0.328 1.384 -0.246  0.0542
H: -0.432 4.048 -0.940  0.1151
H: 1.197 4.207 -0.050  0.1034
H: 1.235 3.307 -4.934  0.1303
H: 2.314 2.010 -4.155  0.1103
H: 1.096 0.953 -6.042  0.1132
H: -0.538 1.578 -5.484  0.0798
H: -1.912 -0.229 -4.915  0.1062
H: -1.365 -1.685 -3.815  0.1041
H: -1.570 -1.797 -1.406  0.0964
H: -2.620 -0.745 0.933  0.0710
H: -3.540 1.768 0.918  0.0805
H: -3.564 3.275 -1.364  0.0924
H: -1.666 3.080 -4.177  0.0675
H: -2.927 1.846 -4.845  0.0768
H: -3.466 3.275 -3.799  0.0694
H: 2.855 -0.035 -4.515  0.1481
H: 3.878 0.154 -2.159  0.1369
H: 3.658 -1.652 -1.922  0.1205
H: 7.646 1.081 -2.483  0.0948
H: 6.103 1.096 -1.388  0.0925
H: 5.939 1.571 -3.179  0.0925
H: 2.719 -2.294 -5.323  0.1409
H: 2.520 -4.393 -3.204  0.0058
H: 1.748 -2.682 -1.835  0.0298
C: 1.106 -5.987 0.388  -0.0435
O: 1.712 -4.743 0.739  -0.0082
C: 1.433 -4.325 1.984  -0.5988
O: 0.740 -4.901 2.788  0.1151
O: 2.061 -3.153 2.179  -0.0015
C: 1.853 -2.585 3.470  -0.0493
H: 1.398 -6.225 -0.635  0.0916
H: 1.461 -6.786 1.043  0.0943
H: 0.018 -5.909 0.426  0.1021
H: 2.236 -3.248 4.249  0.0952
H: 0.794 -2.372 3.631  0.0986
H: 2.404 -1.646 3.513  0.0911
C: 3.589 -9.482 -5.261  -0.0557
O: 2.303 -9.095 -5.737  -0.0086
C: 2.072 -7.770 -5.686  -0.6010
O: 2.843 -6.932 -5.286  0.1139
O: 0.838 -7.545 -6.159  -0.0047
C: 0.454 -6.167 -6.165  -0.0324
H: 3.665 -10.567 -5.347  0.0894
H: 4.377 -9.031 -5.868  0.0964
H: 3.709 -9.210 -4.209  0.0971
H: 1.117 -5.585 -6.809  0.0995
H: 0.449 -5.764 -5.150  0.0816
H: -0.558 -6.103 -6.566  0.0955
C: 3.708 3.037 2.624  -0.0439
O: 2.502 2.895 3.373  -0.0077
C: 2.439 3.670 4.468  -0.5996
O: 3.290 4.439 4.844  0.1171
O: 1.262 3.438 5.074  -0.0017
C: 1.055 4.199 6.262  -0.0431
H: 3.649 2.368 1.765  0.0900
H: 3.815 4.060 2.256  0.1007
H: 4.573 2.750 3.226  0.0961
H: 1.056 5.268 6.041  0.0995
H: 1.813 3.958 7.011  0.0996
H: 0.077 3.932 6.665  0.0822
C: -6.701 1.409 -1.072  -0.0390
O: -7.909 1.268 -0.320  -0.0030
C: -7.974 2.047 0.770  -0.6006
O: -7.126 2.821 1.141  0.1178
O: -9.152 1.815 1.378  -0.0075
C: -9.358 2.583 2.562  -0.0561
H: -6.760 0.735 -1.927  0.0985
H: -6.599 2.431 -1.444  0.0967
H: -5.833 1.128 -0.471  0.0737
H: -9.359 3.651 2.333  0.0959
H: -8.598 2.348 3.311  0.0969
H: -10.335 2.315 2.966  0.0899
C: -1.970 1.977 8.701  -0.0417
O: -1.359 3.215 9.063  -0.0130
C: -1.631 3.620 10.315  -0.5992
O: -2.321 3.037 11.114  0.1223
O: -0.998 4.787 10.521  -0.0028
C: -1.198 5.339 11.820  -0.0493
H: -1.683 1.751 7.673  0.0937
H: -1.616 1.170 9.345  0.0996
H: -3.059 2.057 8.745  0.0999
H: -0.813 4.666 12.589  0.0979
H: -2.256 5.554 11.989  0.0980
H: -0.644 6.277 11.873  0.0929

maximum force	5.01	eV/Å
lowest unoccupied orbital energy	1.757	eV
net charge	-1

Question: Which of these has the lowest maximum force?
Answer: C33H56N8O9S